(1)
{
  "formula": "C29H45O22",
  "method": "ωB97M-V/def2-TZVPD",
  "homo_energy_ev": -4.01,
  "lumo_energy_ha": 0.0607,
  "gap_ev": 5.7,
  "total_charge": -1,
  "species": ["H", "C", "H", "H", "O", "C", "O", "C", "H", "O", "H", "C", "C", "H", "H", "O", "O", "H", "H", "C", "C", "O", "H", "O", "C", "C", "H", "O", "C", "H", "O", "H", "O", "O", "O", "C", "H", "H", "O", "C", "C", "H", "C", "C", "C", "H", "H", "H", "O", "H", "H", "H", "O", "C", "O", "H", "H", "H", "H", "H", "H", "C", "O", "H", "H", "H", "H", "O", "H", "H", "O", "C", "H", "H", "H", "H", "H", "H", "C", "H", "C", "C", "C", "H", "C", "C", "H", "O", "H", "C", "C", "C", "H", "O", "O", "C"],
  "xyz": [[11.5881, 1.3857, 16.8325], [17.5940, 9.9890, 20.2878], [18.8095, 8.2778, 15.4635], [13.0113, 4.9796, 13.1083], [20.2296, 5.2995, 17.5494], [10.1099, 2.7673, 16.1354], [12.2757, 3.3023, 17.0963], [16.4337, 10.0383, 12.6980], [16.6696, 7.5413, 15.7585], [14.2319, 14.0290, 18.7645], [18.1047, 12.3059, 15.1393], [17.0509, 12.1823, 15.3892], [19.8631, 8.0241, 15.5806], [19.9833, 8.2697, 17.7171], [11.5152, 8.7871, 13.8791], [13.5012, 2.9848, 15.2708], [18.1869, 8.6110, 21.9796], [15.2874, 10.1892, 17.5076], [18.0740, 11.6117, 18.7957], [12.8078, 8.2016, 11.1786], [14.5520, 10.6066, 18.1954], [12.8044, 9.0448, 12.2108], [17.1953, 7.8160, 20.3727], [16.4305, 8.9359, 12.2552], [12.8249, 10.2330, 16.4770], [16.1986, 11.6125, 14.2339], [11.6854, 2.7520, 14.2637], [12.3869, 6.9708, 11.6109], [16.6173, 5.2511, 10.7971], [16.6412, 13.1456, 15.6931], [18.6787, 10.1477, 23.5440], [12.9005, 5.6767, 14.6779], [14.3300, 4.3114, 16.9083], [13.1378, 12.3097, 17.6741], [13.0724, 8.4909, 10.0380], [17.0686, 5.6249, 13.3711], [9.6943, 2.0474, 15.4303], [13.2345, 8.3484, 14.1190], [18.0966, 4.9167, 14.0102], [14.1184, 12.8564, 18.3876], [16.3944, 12.3149, 12.8462], [16.9395, 11.4737, 16.2098], [21.4646, 5.7694, 17.4721], [13.4349, 3.5696, 16.4621], [17.9911, 8.5274, 20.5934], [17.8812, 10.1542, 18.0542], [18.8638, 8.0706, 20.1267], [17.3762, 12.7880, 12.8281], [18.6910, 5.0400, 11.9048], [11.8784, 10.5882, 16.0694], [15.6300, 13.0751, 12.6855], [17.0544, 6.6212, 13.8131], [21.4464, 6.9928, 17.0066], [18.3370, 9.8490, 22.4023], [16.0112, 7.8382, 17.7978], [12.4657, 10.5788, 18.6050], [12.5797, 9.1952, 16.7027], [20.4322, 8.9353, 15.3967], [9.9999, 3.7973, 15.7963], [18.7216, 6.6302, 18.2327], [16.5045, 9.9958, 20.3187], [19.3185, 6.3345, 17.3700], [14.9206, 11.8485, 18.8243], [14.1378, 6.2640, 13.6084], [17.1609, 5.3057, 9.8539], [16.1475, 5.0449, 13.4280], [14.3642, 9.8069, 18.9118], [18.1142, 10.6465, 21.4110], [9.4115, 2.7083, 16.9701], [15.1312, 11.5899, 14.4534], [22.4652, 5.0831, 17.6699], [15.8067, 7.5817, 16.4233], [15.6845, 5.7844, 10.6143], [16.3107, 4.2090, 10.8872], [11.1558, 6.7211, 13.2686], [20.0855, 7.3811, 14.7290], [12.4609, 1.2646, 14.7021], [18.6556, 6.0325, 16.5591], [13.1383, 10.8953, 17.8077], [13.6111, 10.2767, 15.7233], [11.5583, 2.3436, 16.3133], [12.3208, 2.2967, 15.0234], [19.1189, 4.7060, 13.1612], [15.1618, 6.7444, 16.1566], [18.2175, 10.5529, 19.0113], [13.1009, 5.9289, 13.6366], [19.3010, 10.4435, 19.0584], [20.2218, 4.2358, 13.4066], [15.3446, 8.4674, 15.9876], [20.1297, 7.4916, 16.9679], [12.1814, 6.9754, 13.0010], [12.4087, 8.3771, 13.4082], [17.7762, 6.8084, 11.7101], [16.2829, 11.2020, 12.0169], [16.5046, 10.2797, 14.0308], [17.5308, 5.7680, 11.9234]],
  "atomic_forces_ev_per_a": [[0.1, 0.0, 0.1], [0.2, -1.4, -1.9], [-0.2, 0.1, 0.3], [0.0, 0.1, -0.3], [0.0, -1.3, 1.3], [-0.5, -0.3, -0.1], [0.4, -0.1, -0.3], [-0.4, -0.2, 0.9], [1.0, -0.5, 0.0], [-0.3, -3.1, -1.7], [-0.1, -0.2, -0.2], [-1.1, -0.4, -0.4], [-0.4, 0.9, -0.5], [0.4, 0.3, -0.2], [0.2, 0.6, -0.3], [0.6, -0.2, -0.7], [0.2, -2.1, 1.4], [-0.1, 0.4, -0.3], [-0.3, 0.3, 0.9], [-0.4, -0.3, -1.2], [-0.6, -0.8, 1.7], [0.0, 0.8, 0.5], [-0.2, 0.3, 0.0], [0.2, 0.2, -0.6], [-1.4, -0.4, 0.4], [0.1, 2.3, 0.9], [0.4, 0.5, -0.4], [0.2, 0.3, -1.4], [-0.1, -0.1, -0.2], [0.0, 0.0, 0.1], [-0.8, -0.3, -2.3], [-0.3, 0.5, 0.1], [-3.2, -2.7, -1.5], [-1.1, 1.4, -0.6], [-0.3, -0.6, 1.6], [-0.7, 0.7, -0.5], [-0.2, 0.3, -0.5], [0.1, 0.7, 0.1], [1.4, -0.6, 0.7], [0.6, 1.5, 2.4], [0.0, -0.3, 2.5], [0.2, 0.2, 0.2], [2.5, -3.0, -0.1], [3.4, 3.5, 2.5], [-0.8, -0.3, -0.7], [-0.3, -1.0, 0.4], [0.4, 0.7, -0.1], [0.2, -0.2, -0.5], [2.8, -1.3, 0.1], [0.0, 0.4, -0.1], [-0.1, -0.3, -0.3], [-0.8, -0.2, 0.2], [1.6, 1.4, 0.3], [1.2, -0.4, 3.1], [0.3, -0.5, -1.4], [-0.3, 0.3, -0.1], [0.5, -0.3, -0.1], [0.1, 0.1, 0.1], [0.3, -0.1, -0.5], [-0.1, -0.8, 0.2], [0.0, 0.5, -0.2], [-2.4, -0.3, -0.7], [0.8, 0.4, 0.0], [0.1, 0.0, -0.1], [0.2, 0.1, 0.0], [-0.1, 0.3, 0.4], [1.2, 0.0, 0.5], [-0.1, 3.2, -0.5], [0.6, -0.2, 0.6], [-0.1, 0.6, 0.4], [-1.9, 1.7, -0.2], [-0.1, 1.4, 2.0], [0.1, 0.5, 0.5], [0.3, -0.2, 0.5], [-0.3, -0.3, -0.6], [0.2, -0.6, 0.4], [0.6, 0.1, 0.0], [-0.3, 0.0, 0.2], [0.6, -0.3, -2.3], [0.1, 0.1, 0.3], [-1.2, 0.1, 1.4], [-1.4, -0.9, -0.8], [1.5, -1.1, -0.4], [-0.2, -0.6, 0.2], [0.2, 0.6, -0.4], [0.1, 0.0, -0.1], [0.1, -0.2, 0.1], [-2.8, 1.2, -0.4], [-0.9, 0.7, -0.6], [0.1, 1.3, -1.2], [-0.3, -2.1, 0.9], [0.9, 0.4, 0.9], [-0.1, 0.1, 0.0], [0.1, -0.9, -1.6], [0.9, -1.0, -1.3], [-1.8, 0.7, -0.9]]
}

(2)
{
  "formula": "C29H46AuClN4O4",
  "method": "ωB97M-V/def2-TZVPD",
  "homo_energy_ev": [-7.85, -7.82],
  "lumo_energy_ha": [0.0235, -0.1050],
  "gap_ev": [8.5, 5.0],
  "s2": 2.009,
  "spin_multiplicity": 3,
  "species": ["C", "H", "H", "C", "O", "H", "H", "C", "C", "H", "C", "H", "C", "C", "H", "C", "C", "H", "H", "C", "H", "C", "C", "H", "H", "C", "N", "C", "H", "H", "O", "H", "C", "C", "C", "H", "H", "H", "H", "H", "N", "H", "O", "H", "H", "C", "C", "H", "C", "H", "H", "H", "H", "N", "H", "H", "C", "H", "H", "H", "H", "H", "H", "H", "C", "C", "C", "Au", "H", "C", "H", "N", "C", "Cl", "H", "H", "H", "H", "H", "H", "O", "H", "C", "C", "C"],
  "xyz": [[-2.3092, -0.5073, -2.1609], [4.3045, 4.2415, -0.9623], [5.3316, 0.2677, 1.5716], [-4.5886, -4.3063, -0.4947], [-1.1354, 1.4809, 2.3044], [-2.7609, 1.5520, -2.1963], [3.1278, 0.8977, -1.1348], [5.1659, 3.5846, -1.1047], [-2.1065, 0.7266, 2.5116], [-4.4110, -0.5561, -1.5400], [-3.0801, 4.2870, -0.0166], [-3.7657, -1.1683, 4.1798], [-3.1553, -1.3276, 3.2790], [-2.3692, 0.7936, -2.8774], [-3.9345, 4.6038, -0.6313], [-0.8218, -0.7220, 3.9560], [1.9424, 0.1713, 1.4995], [-3.7799, -1.1599, 2.3955], [-3.1128, 0.9550, 2.1205], [-3.4883, -2.1454, -0.4876], [1.1137, -4.8694, -0.2256], [3.4831, 1.8934, 2.3180], [-0.9506, -1.7097, -3.9074], [-1.2325, -2.6510, -4.4005], [-2.7182, 5.1623, 0.5521], [1.3429, -3.8599, 0.0916], [-2.0341, -0.4068, 3.2318], [3.4016, 1.9697, -0.9440], [-1.3691, 1.1009, -3.2316], [-5.4121, -4.9321, -0.8238], [2.6191, 2.7777, -0.4552], [1.3434, 0.8946, 0.9325], [1.1616, -2.7759, -0.7868], [1.9324, -2.2971, 1.8228], [-3.4390, -0.6884, -0.9903], [5.7520, 3.8966, -1.9720], [-2.7897, -2.3616, 3.2848], [-1.2715, -0.8930, -4.5663], [4.3146, -1.1073, 1.0511], [6.2480, 0.8906, -0.9174], [3.3078, 0.6747, 1.5403], [-0.9929, 3.9916, -2.6677], [-0.1670, 2.3914, -0.9224], [2.1856, -2.0954, 2.8695], [-1.0556, 5.4514, -1.6387], [1.7789, -1.2124, 0.9351], [1.7892, -3.6061, 1.3936], [0.8115, -2.9648, -1.7996], [-2.4974, -4.0155, 0.6848], [2.7323, 2.6368, 2.0198], [-1.5123, -2.4320, -1.9016], [-3.3957, 3.5125, 0.6926], [-3.5895, -5.8775, 0.6019], [4.6689, 2.2437, -1.3175], [-0.2197, -1.4542, 3.4044], [4.4899, 2.2968, 2.1204], [1.4201, -1.4725, -0.3924], [-1.0786, -1.1485, 4.9269], [5.0668, 0.3495, -2.1368], [1.5300, 0.1638, 2.5262], [-1.6805, -4.4059, 1.2829], [1.9819, -4.4313, 2.0744], [-2.5248, 4.9230, -2.5001], [0.1516, -1.6608, -3.8490], [-1.1866, 2.7898, -0.3770], [4.3835, -0.2665, 1.7522], [-3.5683, -4.8313, 0.3043], [1.2388, -0.1387, -1.9240], [-0.2424, 0.1900, 4.0854], [-2.4572, -2.6669, 0.2935], [3.4087, 1.7035, 3.4094], [-2.0345, 3.7416, -0.8714], [5.6088, 1.2207, -1.7506], [1.3422, 1.2613, -3.7319], [5.8016, 3.6244, -0.2110], [-1.5165, 2.3886, 0.5941], [4.4113, -0.6576, 2.7896], [6.2539, 1.6313, -2.5352], [-3.0726, 0.7656, -3.7271], [-1.6124, -2.0185, 0.5545], [-3.3589, 0.1705, 0.0165], [-5.3552, -2.5119, -1.4723], [-1.6213, 4.5731, -1.9878], [-1.6143, -1.5788, -2.5671], [-4.5582, -2.9511, -0.8661]],
  "atomic_forces_ev_per_a": [[-0.9, -0.6, 0.5], [0.2, -0.1, 0.0], [-0.2, -0.3, 0.1], [0.1, 0.5, 0.2], [-1.4, -1.1, 0.7], [0.2, 0.1, -0.1], [0.1, 0.2, 0.0], [0.0, 0.0, 0.1], [1.3, 1.1, -0.2], [0.6, 0.5, 0.0], [0.3, 0.0, 0.1], [0.1, -0.1, -0.1], [-0.2, 0.2, 0.2], [-0.2, 0.5, -0.2], [0.2, -0.2, 0.2], [0.1, -0.3, -0.1], [0.0, 0.6, 0.5], [0.1, -0.2, 0.2], [0.3, -0.2, 0.1], [0.1, 0.2, -0.3], [0.1, 0.0, -0.1], [-0.2, -0.3, -0.1], [0.2, 0.5, -0.4], [0.1, 0.1, 0.3], [-0.2, -0.2, -0.2], [0.1, 0.8, 0.0], [-0.2, 0.1, -0.1], [-0.9, 0.8, 0.7], [-0.5, 0.0, 0.1], [0.1, 0.0, 0.1], [1.0, -0.9, -0.7], [0.0, 0.0, 0.0], [0.0, -0.9, 0.2], [0.2, 0.2, -0.3], [0.2, -2.2, -0.8], [0.0, 0.1, 0.1], [-0.1, 0.2, -0.1], [0.2, -0.2, 0.1], [0.1, 0.2, 0.2], [-0.1, 0.1, -0.2], [0.6, 0.1, -0.5], [-0.1, 0.1, 0.1], [-0.6, 0.1, -0.1], [0.0, 0.0, -0.4], [-0.1, -0.2, -0.1], [-0.1, -0.2, 0.3], [-0.4, -0.2, -0.3], [0.1, -0.1, 0.1], [-0.1, 0.6, -0.1], [0.2, -0.2, 0.1], [-0.4, 0.0, -0.2], [0.0, 0.2, -0.2], [0.0, 0.2, -0.1], [0.1, -0.2, -0.2], [0.0, 0.1, 0.1], [-0.4, 0.0, 0.0], [0.0, 0.0, 0.3], [0.0, 0.0, 0.0], [0.1, 0.2, 0.0], [-0.1, -0.1, -0.2], [-0.1, -0.1, 0.0], [-0.1, 0.1, -0.1], [0.2, 0.0, -0.1], [-0.4, -0.2, -0.1], [-0.1, -0.2, 0.1], [0.0, 0.2, 0.1], [0.1, 0.3, -0.3], [-0.2, -0.1, 1.3], [0.0, -0.1, 0.0], [-0.1, -0.5, 0.1], [-0.1, 0.1, -0.2], [0.3, 0.1, 0.0], [-0.2, 0.1, 0.3], [0.0, 0.3, -0.8], [0.0, 0.1, -0.1], [0.0, 0.0, -0.3], [0.1, -0.1, -0.2], [-0.2, -0.1, 0.1], [0.2, -0.1, 0.1], [-0.2, -0.3, 0.0], [0.4, 1.0, -0.1], [0.2, -0.3, 0.1], [-0.1, 0.0, 0.0], [0.1, 0.1, 0.5], [0.2, -0.5, 0.1]]
}

(3)
{
  "formula": "C29H46BrN3P2Ru",
  "method": "ωB97M-V/def2-TZVPD",
  "homo_energy_ev": [-19.26, -20.24],
  "lumo_energy_ha": [-0.4647, -0.5387],
  "gap_ev": [6.6, 5.6],
  "total_charge": 4,
  "s2": 6.119,
  "spin_multiplicity": 5,
  "species": ["H", "C", "H", "H", "C", "C", "H", "C", "H", "H", "H", "C", "C", "H", "C", "H", "H", "H", "C", "C", "H", "H", "P", "H", "C", "H", "N", "H", "H", "C", "H", "C", "H", "H", "C", "H", "H", "Ru", "C", "H", "H", "C", "C", "C", "H", "H", "C", "C", "N", "H", "C", "Br", "H", "N", "H", "H", "C", "C", "H", "H", "C", "H", "H", "C", "P", "H", "C", "H", "C", "H", "C", "C", "H", "H", "H", "H", "H", "H", "H", "H", "H", "C"],
  "xyz": [[0.8401, 3.0558, 3.1400], [2.2320, -2.2814, -1.5446], [3.2758, -2.0964, 0.3325], [-5.8712, -2.1585, 1.8583], [4.5519, 1.9539, -1.6639], [-3.2516, 2.0529, -0.0867], [-5.2310, -1.1848, 3.6002], [3.1674, -1.4845, -2.3141], [1.2457, -2.9292, 1.6743], [-2.7892, -3.9958, 3.6180], [4.6025, 1.9353, -0.5623], [0.8482, 2.0673, 2.7265], [-3.7006, -0.1272, 2.4240], [-3.4543, -0.9406, -1.2999], [1.1865, -2.6572, 0.6033], [-3.3566, -3.6533, 0.9266], [1.4887, 1.8619, -2.8756], [4.0590, -0.1005, -4.3805], [3.2063, 1.4591, 3.3993], [0.0588, 0.4147, -2.1525], [-1.0930, 2.3275, -0.0323], [-3.2398, 2.0703, 1.0086], [-2.7335, -1.5854, 1.9633], [-1.1362, 1.7275, 1.7626], [4.2591, 0.7539, -2.3962], [-1.8159, -3.5726, 5.0268], [0.3117, 0.1466, 1.7063], [-3.2449, -2.1292, -3.3443], [-3.9574, 1.2976, -0.4447], [-1.8567, 1.8443, -0.6693], [-4.0997, -2.2808, 0.1003], [-5.1958, -3.0150, 1.8523], [-3.1491, 0.3453, -2.4580], [-3.3854, -2.7960, 4.8080], [0.8044, 1.7466, -2.0278], [-0.3828, 0.3151, -3.1520], [3.4782, 2.5090, 3.2189], [-0.7874, -1.4902, 0.7454], [-0.1373, 1.4264, 2.0284], [1.4025, 1.7807, -1.1091], [4.4114, 2.0999, -5.5165], [0.0989, -3.4332, -1.4931], [-0.0212, -2.9324, -0.1875], [-3.9104, -2.7012, 1.1067], [-1.6110, -1.1703, 4.1193], [-5.1231, 0.5620, 3.8728], [4.6739, 3.1490, -2.3840], [-4.5277, -0.3420, 3.6869], [1.9269, 1.1888, 2.7721], [3.1810, 1.2674, 4.4846], [2.3165, -2.3285, -0.1340], [-1.2719, -4.3158, 1.2800], [-5.7053, -3.8193, 1.3131], [4.6223, 3.1668, -3.7157], [-2.9844, 0.6952, 2.5718], [4.8582, 4.0863, -1.8617], [-2.3409, -1.5740, -3.0619], [1.5521, 0.0273, 2.1736], [2.1762, -0.8728, 2.1426], [-1.6004, -2.2977, -2.7079], [-2.5015, -3.1669, 4.2755], [-3.8854, -0.5035, 4.5659], [-0.7987, -2.3947, 3.1510], [4.4144, 2.0632, -4.4267], [-1.2936, 0.0697, -0.9318], [-1.9520, -1.0940, -3.9695], [3.9057, -0.4895, -1.7209], [3.2521, -1.6758, -3.3902], [4.2428, 0.8124, -3.8021], [-5.0175, -3.3642, 2.8763], [1.1925, -2.9813, -2.2175], [-2.6944, -0.5436, -1.9906], [-3.6111, 3.0311, -0.4264], [0.7634, -0.4242, -2.0509], [-4.3254, 0.1272, 1.5555], [3.9712, 0.8095, 2.9588], [-1.7749, 2.3529, -1.6494], [-0.6920, -4.0987, -1.8319], [1.2970, -3.0960, -3.3079], [4.1869, -0.5356, -0.6581], [0.1301, 2.6077, -2.0433], [-1.7941, -2.0625, 3.5019]],
  "atomic_forces_ev_per_a": [[0.3, 0.2, 0.2], [0.9, 0.0, -0.7], [-0.4, -0.2, 0.1], [0.0, -0.1, 0.1], [-0.5, -1.0, -1.0], [0.0, 0.2, -0.1], [0.4, 0.4, 0.1], [0.5, -0.4, 0.4], [-0.1, 0.3, -0.7], [0.0, 0.2, 0.3], [0.1, 0.3, -0.8], [-0.1, -0.9, -0.8], [0.3, 0.4, -0.5], [0.2, 0.1, -0.2], [1.0, -0.4, -0.6], [-1.0, 1.1, 0.0], [-0.1, -0.1, 0.1], [0.2, 0.8, -0.2], [0.8, 0.2, 0.5], [0.4, -0.7, 0.2], [-0.4, -0.1, -0.5], [-0.1, 0.0, -0.3], [-1.1, 0.6, 0.3], [0.2, 0.1, 0.3], [0.8, 0.8, -0.4], [-0.1, 0.1, -0.1], [-0.3, -0.2, 0.1], [0.3, 0.2, 0.0], [0.0, 0.2, 0.1], [0.5, 0.0, 0.8], [0.1, 0.1, 0.5], [-0.6, 0.0, 0.0], [0.2, -0.2, 0.2], [0.2, -0.1, -0.2], [0.1, 0.0, 0.2], [-0.1, 0.0, 0.2], [-0.1, -0.4, 0.1], [0.0, 1.9, 1.7], [0.5, -0.6, 0.5], [-0.1, 0.1, -0.1], [0.0, 0.3, 0.1], [0.3, -0.1, -1.1], [1.0, -2.9, 1.1], [0.6, -1.2, -0.1], [-0.3, 0.0, -0.3], [0.2, -0.2, 0.0], [0.6, 1.1, 0.5], [-0.4, -0.2, 0.6], [-1.2, -0.5, -0.3], [-0.1, 0.1, -0.4], [-0.7, 0.3, 0.9], [2.2, 0.6, -1.3], [0.0, 0.1, 0.1], [-0.5, -3.3, 1.7], [-0.3, -0.2, 0.0], [0.0, 0.0, -0.1], [-0.1, -0.1, -0.1], [0.4, 1.1, 0.6], [-0.3, 0.7, 0.0], [-0.2, 0.1, -0.2], [0.1, -0.5, 0.4], [-0.3, 0.1, -0.3], [-0.3, 0.0, 0.3], [0.2, -0.1, -1.3], [-1.3, 1.6, -2.1], [-0.1, -0.2, 0.3], [0.0, -0.1, 0.4], [-0.7, 0.4, 0.3], [-0.1, 0.9, 0.7], [-0.1, 0.1, -0.3], [-0.5, -0.3, 0.1], [-0.2, 0.0, 0.3], [0.0, -0.2, 0.2], [-0.1, 0.3, -0.2], [0.1, -0.1, 0.3], [-0.2, 0.2, 0.1], [-0.1, -0.7, 0.3], [0.2, 0.3, -0.5], [-0.3, -0.2, 0.6], [-0.7, 0.2, -0.4], [0.3, -0.2, 0.0], [-0.1, 0.1, -0.5]]
}